1.
C5H8O2 | wB97M-V/def2-TZVPD

The geometry in XYZ format:
```
15
Properties=species:S:1:pos:R:3:lowdin_charge:R:1
C -0.3513 1.4415 -0.3461 0.00
C -0.1470 0.0395 0.1972 -0.50
C -0.7601 -1.1503 -0.4664 -0.06
C -1.2431 -0.7006 0.8904 -0.06
O 1.1239 -0.1856 0.8106 0.02
C 2.1880 -0.1430 -0.0009 -0.34
O 2.1732 0.0811 -1.1821 0.09
H -0.4160 1.4426 -1.4366 0.09
H 0.4908 2.0790 -0.0684 0.09
H -1.2582 1.8944 0.0649 0.08
H -1.3870 -0.9675 -1.3351 0.11
H -0.1715 -2.0617 -0.5122 0.11
H -2.2098 -0.2099 0.9663 0.11
H -0.9663 -1.3092 1.7459 0.11
H 3.0946 -0.3395 0.5914 0.15
```

Results
Energy relative to the best compared isomer or geometry (same formula, charge and spin) (eV): 1.020
SMILES: CC1(OC=O)CC1
Gap between HOMO and LUMO (eV): 11.3

2.
C5H8O2 | wB97M-V/def2-TZVPD

The geometry in XYZ format:
```
15
Properties=species:S:1:pos:R:3:lowdin_charge:R:1
C -0.8709 1.3069 -0.4741 -0.02
C -0.1083 0.0691 0.0988 -0.47
C -1.0440 -0.8739 0.7953 -0.03
C 1.1259 -0.6828 -0.8004 0.06
C 1.9612 -0.0359 0.2424 -0.49
O 3.0842 -0.1410 0.6417 0.13
O 0.9535 0.6273 0.8889 0.05
H -0.2274 1.9850 -1.0501 0.09
H -1.7647 1.0779 -1.0692 0.08
H -1.2184 1.8931 0.3943 0.10
H -0.5005 -1.7688 1.0927 0.09
H -1.4827 -0.3910 1.6699 0.09
H -1.8623 -1.1565 0.1197 0.09
H 1.3751 -1.7406 -1.0024 0.13
H 0.5793 -0.1689 -1.5475 0.09
```

Results
Energy relative to the best compared isomer or geometry (same formula, charge and spin) (eV): 1.733
SMILES: CC1(C)CC(=O)O1
Gap between HOMO and LUMO (eV): 11.0

3.
C5H8O2 | wB97M-V/def2-TZVPD

The geometry in XYZ format:
```
15
Properties=species:S:1:pos:R:3:lowdin_charge:R:1
O 0.9235 1.3999 0.2274 -0.08
C 1.4183 -1.7484 0.2615 0.04
C 0.3020 -1.1655 0.6826 -0.11
C -0.2703 1.5746 -0.5147 -0.24
C -1.3470 0.4985 -0.2490 -0.10
C -0.7999 -0.9156 -0.2889 -0.42
O -1.1694 -1.7406 -1.1005 0.08
H 1.6711 1.3267 -0.3757 0.10
H 2.3096 -1.7841 0.8794 0.06
H 1.4778 -2.1302 -0.7540 0.07
H 0.2374 -0.6798 1.6532 0.11
H -0.6853 2.5450 -0.2275 0.11
H -0.0620 1.5991 -1.5907 0.12
H -2.1259 0.5848 -1.0142 0.12
H -1.8149 0.6684 0.7295 0.12
```

Results
Energy relative to the best compared isomer or geometry (same formula, charge and spin) (eV): 1.499
SMILES: C=CC(=O)CCO
Gap between HOMO and LUMO (eV): 10.4

4.
C5H8O2 | wB97M-V/def2-TZVPD

The geometry in XYZ format:
```
15
Properties=species:S:1:pos:R:3:lowdin_charge:R:1
C -1.0931 0.4482 2.1353 -0.03
C 1.0783 0.4096 -0.3415 -0.35
O 1.8472 1.0533 0.3131 0.12
C 0.8614 -1.1120 -0.5424 -0.01
C 0.0349 -0.7176 -1.7680 -0.21
O -1.0609 0.0277 -1.2774 0.00
C 0.1605 0.7336 -1.5131 -0.13
H -1.5335 -0.5423 2.2735 0.03
H -0.0821 0.4623 2.5457 0.03
H -1.7057 1.2009 2.6374 0.02
H -1.0522 0.6702 1.0697 0.00
H 1.8137 -1.6095 -0.7480 0.13
H 0.3055 -1.6479 0.2310 0.12
H -0.0683 -1.2190 -2.7236 0.15
H 0.1279 1.5947 -2.1711 0.15
```

Results
Energy relative to the best compared isomer or geometry (same formula, charge and spin) (eV): 2.697
SMILES: O=C1C[C@H]2O[C@@H]12.C
Gap between HOMO and LUMO (eV): 10.7

5.
C5H8O2 | wB97M-V/def2-TZVPD

The geometry in XYZ format:
```
15
Properties=species:S:1:pos:R:3:lowdin_charge:R:1
C 1.7486 -0.3733 -0.2681 -0.02
C 0.2847 -0.1466 -0.0213 -0.33
C -0.7795 -1.2450 0.3217 -0.09
O -1.8371 -0.4955 -0.3000 -0.05
C -0.8516 0.3959 -0.8334 -0.18
C -0.3261 1.2099 0.2895 -0.25
O -1.1076 1.5196 1.3975 0.01
H 1.9155 -1.3802 -0.6652 0.08
H 2.1101 0.3482 -1.0079 0.08
H 2.3720 -0.2600 0.6333 0.09
H -0.4687 -1.0717 1.3279 0.12
H -0.5901 -2.1470 -0.2656 0.14
H -0.8467 0.5911 -1.8898 0.15
H 0.3049 2.0437 -0.0173 0.16
H -1.9284 1.0110 1.2989 0.10
```

Results
Energy relative to the best compared isomer or geometry (same formula, charge and spin) (eV): 3.767
Gap between HOMO and LUMO (eV): 10.2

6.
C5H8O2 | wB97M-V/def2-TZVPD

The geometry in XYZ format:
```
15
Properties=species:S:1:pos:R:3:lowdin_charge:R:1
O -0.7448 -1.7769 -1.9399 -0.07
C -0.5546 -0.3934 -1.6857 -0.28
C -0.3414 -0.2474 -0.2166 -0.16
C 0.8376 0.0493 0.3196 -0.21
C 1.1370 -0.0452 1.7798 -0.13
C -0.6890 2.2983 1.1574 0.02
O -0.3753 3.1173 0.4340 0.05
H -0.9848 -1.8785 -2.8677 0.08
H -1.4310 0.1899 -2.0069 0.12
H 0.3243 0.0011 -2.2187 0.12
H -1.1914 -0.4790 0.4273 0.12
H 1.5187 -1.0639 1.8683 0.08
H 1.6947 0.2387 -0.3276 0.11
H 1.9106 0.6486 2.1276 0.08
H 0.2511 0.0528 2.4154 0.07
```

Results
Energy relative to the best compared isomer or geometry (same formula, charge and spin) (eV): 1.567
Gap between HOMO and LUMO (eV): 10.4

7.
C5H8O2 | wB97M-V/def2-TZVPD

The geometry in XYZ format:
```
15
Properties=species:S:1:pos:R:3:lowdin_charge:R:1
C -1.6329 -0.0149 0.8682 -0.02
C -1.0033 0.0465 -0.4969 -0.28
O -0.2322 1.1399 -0.8729 -0.09
C 1.1915 1.1201 -0.6317 -0.26
C 1.7968 -0.2096 -0.4397 0.08
O 0.7053 -0.6132 1.1414 -0.07
C -0.5095 -0.9455 0.5309 -0.31
H -1.3821 0.7908 1.5519 0.12
H -2.6353 -0.4213 0.9665 0.11
H -1.5792 -0.3558 -1.3292 0.15
H 1.4116 1.7888 0.2066 0.12
H 1.6626 1.5429 -1.5326 0.13
H 1.2606 -0.9004 -1.1139 0.07
H 1.6360 -0.9575 0.7560 0.08
H -0.6898 -2.0107 0.3955 0.15
```

Results
Energy relative to the best compared isomer or geometry (same formula, charge and spin) (eV): 6.144
Gap between HOMO and LUMO (eV): 9.5

8.
C5H8O2 | wB97M-V/def2-TZVPD

The geometry in XYZ format:
```
15
Properties=species:S:1:pos:R:3:lowdin_charge:R:1
C -0.7541 -1.1063 1.2810 -0.01
C -0.8717 -0.8384 -0.2229 -0.44
C -0.0907 1.5444 -0.0784 -0.18
C 1.1250 1.0861 -0.6571 -0.11
C 1.1434 -0.1919 -1.0081 -0.17
H 0.3408 -0.7460 1.4995 0.11
H -1.4538 -0.3122 1.7713 0.12
H -0.8500 -2.1801 1.5085 0.08
H -1.6110 -1.3832 -0.7406 0.14
H -0.4881 2.3502 -0.6331 0.11
H 0.0181 1.6565 1.0479 0.14
H 2.3586 1.4027 -0.9046 0.20
H 2.0187 -0.5592 -1.5466 0.11
O -1.1494 0.5473 -0.4080 -0.10
O 0.2642 -1.2698 -0.9088 -0.02
```

Results
Energy relative to the best compared isomer or geometry (same formula, charge and spin) (eV): 3.258
SMILES: C[C@@H]1OC=CCO1
Gap between HOMO and LUMO (eV): 9.9

9.
C5H8O2 | wB97M-V/def2-TZVPD

The geometry in XYZ format:
```
15
Properties=species:S:1:pos:R:3:lowdin_charge:R:1
C 1.6246 -0.5479 0.1170 -0.05
C 0.4321 0.2214 0.6564 -0.23
C -0.0695 1.3485 -0.2464 -0.19
O -0.3670 0.7172 -1.4897 -0.01
C -1.3650 0.7031 -0.4566 -0.16
C -0.9924 -0.4445 0.4754 -0.28
O -1.0889 -1.7294 -0.0627 0.00
H 2.5280 0.0722 0.1383 0.08
H 1.4445 -0.8377 -0.9221 0.08
H 1.8094 -1.4549 0.6997 0.08
H 0.5918 0.5386 1.6937 0.14
H 0.1862 2.4036 -0.2593 0.15
H -2.3309 1.0918 -0.7682 0.15
H -1.5391 -0.4430 1.4242 0.15
H -0.8637 -1.6391 -0.9995 0.10
```

Results
Energy relative to the best compared isomer or geometry (same formula, charge and spin) (eV): 2.291
SMILES: C[C@@H]1[C@H](O)[C@@H]2O[C@H]12
Gap between HOMO and LUMO (eV): 10.8

10.
C5H8O2 | wB97M-V/def2-TZVPD

The geometry in XYZ format:
```
15
Properties=species:S:1:pos:R:3:lowdin_charge:R:1
O 2.4380 0.5576 1.0671 -0.01
C 1.1187 0.7421 0.6540 -0.34
C 0.9146 0.9436 -0.8073 -0.05
C -0.9858 -0.6351 0.0214 -0.40
O -1.2635 -1.0286 1.2989 0.04
C -1.8933 -0.5487 -0.9512 0.06
C 0.4616 -0.3385 -0.1588 -0.18
H 2.4265 -0.0733 1.7980 0.10
H 0.4835 1.3058 1.3391 0.15
H 0.1514 1.6498 -1.1191 0.11
H 1.8025 0.9009 -1.4285 0.11
H -2.2080 -1.2283 1.3561 0.11
H -2.9381 -0.7983 -0.7865 0.06
H -1.5975 -0.2383 -1.9458 0.06
H 1.0894 -1.2106 -0.3374 0.15
```

Results
Energy relative to the best compared isomer or geometry (same formula, charge and spin) (eV): 1.805
SMILES: C=C(O)[C@H]1C[C@@H]1O
Gap between HOMO and LUMO (eV): 9.8

11.
C5H8O2 | wB97M-V/def2-TZVPD

The geometry in XYZ format:
```
15
Properties=species:S:1:pos:R:3:lowdin_charge:R:1
C 0.9394 0.6777 -2.0293 -0.12
C -0.1493 0.5742 -0.9649 -0.27
C 0.1266 -0.5461 0.0484 -0.11
C -0.2998 -0.4004 1.3791 -0.37
O 0.3339 0.5459 1.9854 0.03
C -1.2491 -1.2387 2.1807 -0.16
O -1.5472 -2.3643 1.8667 0.09
H 1.9019 0.9524 -1.5834 0.07
H 0.6744 1.4342 -2.7752 0.07
H 1.0713 -0.2774 -2.5507 0.07
H -1.1116 0.3756 -1.4575 0.11
H -0.2520 1.5358 -0.4467 0.11
H 0.0798 -1.5485 -0.3798 0.12
H 0.9913 0.3245 0.9060 0.23
H -1.6274 -0.7433 3.0946 0.13
```

Results
Energy relative to the best compared isomer or geometry (same formula, charge and spin) (eV): 3.970
Gap between HOMO and LUMO (eV): 8.1

12.
C5H8O2 | wB97M-V/def2-TZVPD

The geometry in XYZ format:
```
15
Properties=species:S:1:pos:R:3:lowdin_charge:R:1
O -1.5684 -1.6621 -0.1083 -0.08
C -1.7455 -0.2385 -0.1479 -0.21
C -0.3378 0.3411 0.0901 -0.15
C 0.7852 -0.2037 -0.7788 -0.16
C 1.8332 0.5356 0.0566 -0.10
C 0.7855 1.2240 0.9179 -0.36
O 0.8662 1.9557 1.8612 0.10
H -2.4361 -2.0896 -0.0801 0.09
H -2.4256 0.0745 0.6463 0.11
H -2.1862 0.0466 -1.1166 0.12
H -0.1018 -0.0523 1.1426 0.16
H 0.8362 -1.2944 -0.7557 0.11
H 0.7737 0.1295 -1.8231 0.12
H 2.3604 1.3355 -0.4648 0.12
H 2.5612 -0.1020 0.5608 0.12
```

Results
Energy relative to the best compared isomer or geometry (same formula, charge and spin) (eV): 2.954
SMILES: O=C1CC[C@H]1CO
Gap between HOMO and LUMO (eV): 10.0